{
  "formula": "C41H78GeN3O3PSSi3Ti",
  "method": "ωB97M-V with the def2-TZVPD basis set",
  "multiplicity": 2,
  "total_charge": -1,
  "de_lowest_kj_mol": 18.7,
  "elements": ["Ti", "N", "N", "C", "O", "O", "H", "H", "H", "C", "C", "C", "C", "C", "C", "C", "C", "C", "C", "C", "C", "C", "C", "C", "C", "C", "C", "C", "C", "C", "P", "C", "C", "C", "C", "C", "C", "C", "C", "H", "H", "H", "H", "H", "H", "H", "H", "H", "H", "H", "H", "H", "H", "H", "H", "H", "H", "H", "H", "H", "H", "H", "H", "H", "H", "H", "H", "H", "H", "H", "H", "H", "H", "H", "H", "H", "H", "H", "H", "H", "H", "H", "H", "H", "S", "C", "N", "C", "Si", "C", "C", "Ge", "Si", "C", "C", "C", "Si", "C", "C", "C", "H", "H", "H", "H", "H", "H", "H", "H", "H", "H", "H", "H", "H", "H", "H", "H", "H", "H", "H", "H", "H", "H", "H", "H", "H", "H", "H", "C", "O", "H", "H", "H"],
  "xyz": [[-0.90, -0.69, -0.21], [-0.55, 0.47, 1.63], [-1.76, 0.45, 2.35], [-2.93, 0.31, 1.60], [-4.00, 0.69, 2.05], [-2.74, -0.27, 0.45], [0.20, -0.04, 2.10], [-0.23, 1.43, 1.47], [-1.81, 1.05, 3.16], [-0.64, 5.52, 0.91], [-1.75, 4.48, 1.03], [-1.77, 3.87, 2.43], [-1.67, 3.41, -0.05], [-0.48, 3.00, -0.62], [-0.41, 2.05, -1.64], [0.94, 1.84, -2.31], [1.20, 2.89, -3.40], [2.10, 1.95, -1.31], [-1.61, 1.44, -2.09], [-2.83, 1.89, -1.54], [-2.84, 2.83, -0.52], [-4.18, 1.53, -2.15], [-5.28, 1.37, -1.11], [-4.58, 2.62, -3.16], [-1.68, 0.66, -3.39], [-1.70, 1.49, -4.52], [-1.85, 1.04, -5.81], [-2.01, -0.32, -6.02], [-2.02, -1.17, -4.93], [-1.86, -0.73, -3.61], [-1.84, -2.04, -2.30], [-3.54, -2.85, -2.28], [-3.43, -4.07, -1.35], [-4.13, -3.26, -3.64], [-4.54, -1.89, -1.63], [-0.57, -3.32, -2.94], [-1.06, -4.44, -3.87], [0.55, -2.59, -3.69], [0.04, -3.97, -1.69], [-0.85, 6.37, 1.57], [-0.55, 5.90, -0.11], [0.32, 5.11, 1.21], [-2.71, 4.98, 0.88], [-0.85, 3.32, 2.62], [-2.63, 3.21, 2.55], [-1.83, 4.66, 3.18], [0.45, 3.46, -0.29], [0.95, 0.85, -2.77], [1.22, 3.89, -2.96], [0.45, 2.88, -4.19], [2.17, 2.71, -3.86], [1.90, 1.45, -0.37], [2.33, 3.00, -1.10], [3.00, 1.52, -1.74], [-3.79, 3.14, -0.11], [-4.06, 0.60, -2.70], [-5.68, 2.34, -0.81], [-4.94, 0.86, -0.21], [-6.12, 0.80, -1.53], [-4.65, 3.59, -2.66], [-5.57, 2.38, -3.58], [-3.88, 2.70, -3.98], [-1.63, 2.56, -4.34], [-1.85, 1.74, -6.64], [-2.13, -0.72, -7.02], [-2.15, -2.22, -5.11], [-2.80, -4.86, -1.73], [-4.43, -4.48, -1.21], [-3.06, -3.78, -0.36], [-3.57, -4.04, -4.15], [-4.22, -2.40, -4.30], [-5.14, -3.64, -3.46], [-4.14, -1.38, -0.77], [-5.41, -2.47, -1.31], [-4.90, -1.16, -2.36], [-1.44, -4.08, -4.83], [-1.82, -5.08, -3.42], [-0.20, -5.07, -4.09], [0.21, -2.05, -4.57], [1.28, -3.33, -4.02], [1.06, -1.89, -3.04], [-0.69, -4.47, -1.07], [0.53, -3.22, -1.07], [0.79, -4.70, -2.00], [-2.35, -4.35, 2.31], [-1.50, -3.19, 1.57], [-0.85, -2.37, 1.04], [1.85, -3.08, 4.61], [1.98, -1.19, 4.70], [0.21, -0.60, 5.04], [2.92, -0.81, 6.30], [2.74, -0.29, 2.61], [3.54, 1.87, 3.27], [4.66, 2.11, 4.78], [4.47, 2.74, 1.85], [2.03, 2.99, 3.58], [4.79, -1.47, 2.31], [4.51, -3.34, 2.22], [5.59, -1.04, 0.64], [6.16, -1.20, 3.58], [1.16, -3.44, 5.39], [2.82, -3.55, 4.77], [1.46, -3.41, 3.65], [-0.15, -0.98, 6.01], [-0.48, -0.95, 4.28], [0.15, 0.50, 5.08], [2.53, -1.42, 7.12], [2.80, 0.24, 6.58], [3.99, -1.01, 6.20], [5.68, 1.77, 4.56], [4.32, 1.55, 5.65], [4.72, 3.17, 5.04], [4.94, 2.02, 1.17], [5.24, 3.40, 2.23], [3.78, 3.34, 1.25], [1.38, 2.58, 4.37], [1.43, 3.05, 2.67], [2.32, 4.00, 3.87], [3.56, -3.59, 1.73], [4.49, -3.79, 3.22], [5.32, -3.82, 1.66], [5.10, -1.58, -0.18], [6.64, -1.33, 0.64], [5.54, 0.03, 0.41], [5.79, -1.31, 4.60], [6.58, -0.19, 3.49], [6.98, -1.92, 3.43], [2.12, -1.15, -0.99], [0.74, -0.97, -0.92], [2.36, -2.22, -0.95], [2.62, -0.70, -0.14], [2.52, -0.75, -1.93]]
}

---

{
  "formula": "C13H46N16O10",
  "method": "ωB97M-V with the def2-TZVPD basis set",
  "de_lowest_kj_mol": 0.0,
  "smiles": "NC(N)=O.NC(N)=O.NC(N)=O.NC(N)=O.NC(N)=O.NC(N)=O.NC(N)=O.NC(N)=O.CC(C)O.CCO",
  "elements": ["N", "C", "N", "O", "H", "H", "H", "H", "N", "C", "N", "O", "H", "H", "H", "H", "N", "C", "N", "O", "H", "H", "H", "H", "N", "C", "N", "O", "H", "H", "H", "H", "N", "C", "N", "O", "H", "H", "H", "H", "N", "C", "N", "O", "H", "H", "H", "H", "N", "C", "N", "O", "H", "H", "H", "H", "N", "C", "N", "O", "H", "H", "H", "H", "C", "C", "C", "O", "H", "H", "H", "H", "H", "H", "H", "H", "C", "C", "O", "H", "H", "H", "H", "H", "H"],
  "xyz": [[2.89, -3.03, -2.33], [3.45, -1.95, -1.73], [4.71, -1.63, -2.17], [2.87, -1.29, -0.87], [2.03, -3.37, -1.93], [3.37, -3.70, -2.90], [4.96, -1.98, -3.08], [5.11, -0.81, -1.73], [0.01, 3.50, 2.62], [-0.91, 4.20, 3.33], [-0.44, 5.06, 4.27], [-2.12, 4.12, 3.13], [-0.34, 2.81, 1.97], [0.97, 3.48, 2.90], [0.55, 5.12, 4.36], [-1.11, 5.39, 4.94], [5.29, 2.80, 0.18], [4.89, 1.58, -0.29], [3.54, 1.36, -0.14], [5.66, 0.75, -0.73], [4.59, 3.50, 0.30], [6.27, 3.00, 0.26], [3.13, 1.70, 0.71], [3.24, 0.49, -0.56], [0.80, 0.04, 4.55], [1.11, 1.31, 4.94], [0.00, 2.00, 5.32], [2.24, 1.78, 5.00], [-0.18, -0.12, 4.39], [1.53, -0.63, 4.37], [0.13, 2.97, 5.56], [-0.96, 1.73, 5.20], [-0.42, -0.37, -5.31], [0.79, -0.94, -5.13], [1.50, -0.45, -4.07], [1.27, -1.77, -5.90], [-0.69, 0.35, -4.65], [-1.06, -0.59, -6.04], [2.36, -0.91, -3.86], [1.13, 0.23, -3.44], [-0.10, -0.01, -0.67], [-0.10, 0.56, 0.56], [0.91, 0.18, 1.38], [-1.04, 1.30, 0.91], [-0.83, 0.33, -1.28], [0.65, -0.64, -0.92], [0.92, 0.43, 2.36], [1.70, -0.27, 0.96], [-3.21, 0.49, 2.78], [-3.08, -0.39, 3.82], [-4.13, -1.24, 4.00], [-2.01, -0.42, 4.42], [-3.98, 0.58, 2.15], [-2.35, 0.98, 2.56], [-4.94, -0.89, 3.52], [-4.17, -1.70, 4.89], [-1.12, 3.16, -1.76], [-1.05, 2.48, -2.95], [-0.87, 3.30, -4.02], [-1.09, 1.26, -3.01], [-1.27, 2.52, -0.99], [-0.90, 4.12, -1.63], [-0.79, 2.89, -4.93], [-0.74, 4.29, -3.90], [-2.21, -1.75, -3.01], [-3.00, -2.20, -1.81], [-4.52, -2.17, -2.01], [-2.57, -3.51, -1.40], [-2.21, -2.51, -3.78], [-1.19, -1.54, -2.69], [-2.59, -0.80, -3.40], [-2.85, -1.58, -0.92], [-4.78, -2.81, -2.86], [-4.89, -1.16, -2.20], [-5.00, -2.58, -1.12], [-3.30, -4.11, -1.22], [-0.12, -4.19, 1.36], [0.39, -2.96, 0.62], [0.31, -3.18, -0.80], [-1.18, -4.39, 1.22], [-0.03, -3.94, 2.43], [0.48, -5.09, 1.22], [1.43, -2.79, 0.88], [-0.27, -2.12, 0.85], [-0.47, -3.68, -1.04]]
}

---

{
  "formula": "C18H27N3O6S",
  "method": "ωB97M-V with the def2-TZVPD basis set",
  "de_lowest_kj_mol": 2531.4,
  "elements": ["C", "H", "H", "H", "O", "C", "O", "C", "N", "C", "O", "C", "C", "C", "C", "C", "C", "H", "H", "O", "C", "C", "C", "N", "S", "O", "O", "N", "C", "H", "H", "H", "C", "H", "H", "H", "C", "C", "H", "H", "H", "H", "H", "H", "H", "H", "H", "H", "H", "C", "H", "H", "H", "H", "H"],
  "xyz": [[-8.57, 3.46, -1.67], [-9.47, 3.73, -2.44], [-8.79, 2.35, -1.45], [-8.57, 4.05, -0.89], [-7.26, 3.64, -2.68], [-6.10, 3.32, -1.84], [-5.98, 2.96, -0.64], [-5.02, 3.42, -2.87], [-3.74, 3.15, -2.18], [-3.10, 2.16, -2.51], [-3.52, 1.28, -3.29], [-1.89, 1.57, -1.65], [-0.60, 1.58, -2.44], [0.34, 1.07, -1.46], [0.30, 0.81, -0.26], [-0.88, 1.13, 0.57], [-1.97, 1.66, -0.31], [-2.93, 1.71, 0.26], [-1.19, 0.84, 1.48], [1.28, 0.50, 0.81], [2.60, 0.09, 0.10], [2.60, -1.23, -0.35], [2.69, -2.38, 0.52], [4.09, -2.23, 1.24], [3.98, -3.35, 2.37], [2.82, -2.86, 3.23], [5.45, -2.74, 3.04], [3.87, -4.76, 1.89], [5.32, -4.97, 1.29], [6.05, -5.08, 1.93], [5.42, -4.29, 0.53], [5.12, -5.99, 0.51], [3.48, -5.64, 2.82], [2.78, -5.15, 3.26], [3.27, -6.50, 2.23], [4.14, -6.02, 3.63], [4.58, -1.00, 1.00], [3.51, 0.25, 1.60], [3.93, 1.07, 1.60], [2.94, -0.27, 2.42], [5.15, -0.51, 0.30], [5.39, -0.91, 2.26], [2.80, -3.31, -0.05], [2.10, -2.22, 1.16], [1.64, -1.47, -1.07], [3.26, -1.10, -1.41], [2.89, 1.09, -0.57], [1.33, 1.12, -2.11], [-0.68, 1.57, -3.37], [-3.29, 4.10, -1.00], [-3.49, 5.15, -1.54], [-2.37, 3.96, -0.86], [-4.18, 4.10, -0.34], [-5.06, 4.69, -3.13], [-5.14, 3.00, -3.61]]
}

---

- Number 1 is which compound?
  C41H78GeN3O3PSSi3Ti